A 8-piece molecular cluster, C15H46O15 overall. Source: the OMol25 dataset; level of theory: ωB97M-V with the def2-TZVPD basis set.

SMILES string	OCCO.OCCO.OCCO.OCCO.OCCO.OCCO.OCCO.CO
ΔE to the lowest compared entry with this formula, charge and spin	72.1	kcal per mole
orbital gap	0.3536	Eh
spin multiplicity	1
E_LUMO	-0.23	eV
total charge	0

Each line ends with the Mulliken charge.
Atoms and positions in Å:
C 1.17 0.33 0.86  -0.056
O 0.05 0.71 0.07  -0.329
H 1.65 1.27 1.14  -0.091
H 0.95 -0.18 1.80  0.412
H 1.96 -0.22 0.35  -0.222
H -0.36 1.41 0.58  0.264
C 2.26 -2.55 -3.35  -0.213
C 2.18 -1.00 -3.08  -0.322
O 1.69 -0.29 -4.27  -0.546
O 0.97 -3.06 -3.53  -0.530
H 2.86 -3.00 -2.56  0.162
H 2.84 -2.71 -4.26  0.259
H 3.14 -0.56 -2.81  0.453
H 1.52 -0.71 -2.26  0.103
H 0.82 -0.65 -4.46  0.316
H 0.39 -2.58 -4.12  0.347
C -4.99 2.74 -0.94  -0.436
C -4.15 2.00 0.20  0.482
O -4.65 2.43 1.52  -0.543
O -4.57 2.50 -2.28  -0.464
H -4.90 3.79 -0.65  0.274
H -6.05 2.47 -0.96  0.319
H -3.08 2.19 0.06  -0.150
H -4.20 0.92 0.07  -0.093
H -3.90 2.70 2.05  0.268
H -3.67 2.82 -2.39  0.294
C 2.72 -2.38 5.18  -0.364
C 1.69 -2.72 6.34  -0.543
O 1.85 -1.96 7.52  -0.534
O 2.16 -1.63 4.16  -0.482
H 3.17 -3.25 4.70  0.271
H 3.56 -1.84 5.62  0.292
H 1.71 -3.69 6.84  0.365
H 0.70 -2.84 5.90  0.323
H 1.18 -2.20 8.16  0.301
H 2.64 -1.78 3.34  0.495
C -0.95 2.36 -3.97  -0.408
C -1.36 3.47 -4.97  -0.536
O -2.52 2.99 -5.65  -0.540
O -1.87 2.25 -2.82  -0.320
H 0.07 2.43 -3.57  0.398
H -0.97 1.39 -4.47  0.291
H -0.55 3.62 -5.67  0.352
H -1.54 4.46 -4.53  0.250
H -3.01 2.58 -4.94  0.340
H -1.38 1.76 -2.15  0.116
C -3.36 -1.94 -1.53  0.450
C -1.86 -2.03 -1.62  -0.428
O -1.21 -0.81 -2.03  -0.188
O -3.95 -2.09 -2.82  -0.568
H -3.67 -1.02 -1.05  -0.481
H -3.79 -2.70 -0.88  0.346
H -1.54 -2.83 -2.29  0.288
H -1.39 -2.38 -0.69  0.356
H -1.06 -0.25 -1.27  0.076
H -4.50 -1.33 -3.01  0.325
C 0.54 3.69 2.14  -0.307
C 0.47 3.62 3.69  -0.675
O -0.62 4.32 4.33  -0.509
O -0.55 3.03 1.52  -0.382
H 1.50 3.32 1.80  0.341
H 0.44 4.76 1.91  0.278
H 1.42 3.79 4.19  0.407
H 0.26 2.56 3.85  0.399
H -1.43 3.91 4.00  0.285
H -1.37 3.24 1.98  0.106
C 3.35 -2.69 0.68  -0.189
C 4.38 -3.84 0.58  -0.570
O 4.30 -4.36 -0.78  -0.545
O 3.48 -2.09 1.90  -0.495
H 2.39 -3.19 0.65  0.335
H 3.22 -1.98 -0.14  0.066
H 4.21 -4.59 1.36  0.265
H 5.38 -3.46 0.81  0.386
H 3.48 -4.86 -0.83  0.329
H 4.27 -1.58 1.73  0.276

=====

A 14-piece molecular cluster, C15H48BNO20 overall. Source: the OMol25 dataset; level of theory: ωB97M-V with the def2-TZVPD basis set.

ΔE to the lowest compared entry with this formula, charge and spin	44.7	kcal per mole
orbital gap	0.3427	Eh
spin multiplicity	1
E_LUMO	-0.76	eV
total charge	0

Each line ends with the Mulliken charge.
Atoms and positions in Å:
C -4.20 0.82 1.32  -1.458
C -2.68 0.86 1.32  -0.252
C -2.11 1.41 2.66  -0.239
C -2.65 0.55 3.76  -1.741
N -2.31 0.70 5.25  0.919
C -0.81 0.43 5.44  -1.679
C -0.62 -1.09 5.59  -0.456
C -1.81 -1.47 6.52  -0.522
C -2.88 -0.47 6.07  -0.480
C -2.49 2.07 5.81  -1.023
C -4.00 2.49 5.69  -0.015
C -4.41 3.87 6.29  -1.731
H -4.57 0.82 0.32  0.399
H -4.94 1.45 1.96  0.221
H -4.53 -0.18 1.55  0.478
H -2.58 1.56 0.54  0.453
H -2.04 0.04 0.95  0.109
H -2.40 2.40 2.93  0.320
H -0.92 1.49 2.76  0.106
H -2.46 -0.36 3.53  0.970
H -3.84 0.54 3.64  0.389
H -0.22 0.94 6.19  0.523
H -0.34 0.79 4.77  1.037
H 0.31 -1.55 6.05  0.368
H -0.61 -1.61 4.64  0.223
H -1.59 -1.08 7.70  0.245
H -2.02 -2.66 6.55  0.329
H -3.22 0.07 6.98  0.371
H -3.72 -1.03 5.43  0.227
H -2.02 2.82 5.35  0.592
H -1.98 2.31 6.87  0.436
H -4.73 1.85 6.32  0.225
H -4.42 2.28 4.77  0.374
H -3.91 4.54 5.69  0.446
H -4.19 4.03 7.37  0.317
H -5.36 4.18 6.20  0.512
O 4.37 -0.68 -5.15  -0.902
C 3.50 -0.33 -4.27  0.902
O 2.89 -1.06 -3.55  -0.248
B 1.83 -0.22 -2.87  1.341
O 2.04 1.14 -3.41  -0.555
C 2.96 1.03 -4.28  0.366
O 3.20 1.98 -5.03  -0.787
O 1.98 -0.32 -1.40  -0.398
C 0.87 -0.68 -0.87  0.424
O 0.46 -0.54 0.26  -0.760
C -0.01 -1.01 -2.04  0.584
O 0.53 -0.80 -3.13  -0.818
O -1.28 -1.07 -1.89  -0.680
O -2.03 -3.56 -3.24  -0.643
H -2.24 -2.86 -2.62  0.201
H -2.04 -3.12 -4.16  0.358
O 2.97 -4.31 -3.52  -0.650
H 2.98 -3.64 -4.30  0.334
H 1.91 -4.30 -3.29  0.327
O -0.59 -2.47 1.81  -0.565
H -0.21 -3.08 1.31  0.245
H -0.27 -1.63 1.63  0.496
O 3.11 -1.06 1.60  -0.642
H 3.24 -1.92 1.19  0.314
H 2.33 -0.67 1.21  0.352
O 1.38 4.16 -4.63  -0.648
H 1.02 4.20 -5.57  0.312
H 1.99 3.43 -4.77  0.381
O -4.02 -1.60 -1.85  -0.690
H -2.97 -1.38 -1.90  0.596
H -4.54 -0.80 -2.20  0.285
O 5.01 4.56 -5.92  -0.661
H 4.82 5.16 -5.11  0.323
H 4.44 3.76 -5.81  0.385
O 5.43 -0.22 -1.40  -0.622
H 4.99 -0.98 -1.53  0.298
H 5.92 0.08 -2.20  0.306
O -1.34 -1.56 -5.21  -0.663
H -0.70 -1.10 -4.51  0.567
H -1.78 -0.76 -5.57  0.305
O 3.41 -3.18 -6.11  -0.790
H 3.48 -2.16 -5.79  0.318
H 2.67 -3.02 -6.53  0.342
O 4.84 -1.82 -8.20  -0.606
H 4.41 -2.37 -7.62  0.315
H 5.63 -1.86 -7.64  0.312
O 7.02 -0.48 -4.46  -0.633
H 6.14 -0.52 -5.02  0.336
H 7.50 -0.15 -5.26  0.346

=====

A 9-piece molecular cluster, C15H48N2O9 overall. Source: the OMol25 dataset; level of theory: ωB97M-V with the def2-TZVPD basis set.

SMILES string	NC(N)=O.CC(C)O.CC(C)O.CC(C)O.CO.CO.CO.CO.CO
ΔE to the lowest compared entry with this formula, charge and spin	3.3	kcal per mole
orbital gap	0.3488	Eh
spin multiplicity	1
E_LUMO	0.27	eV
total charge	0

Each line ends with the Mulliken charge.
Atoms and positions in Å:
C 25.50 31.58 22.36  -0.650
O 26.66 31.13 21.78  -0.605
H 24.88 30.72 22.62  0.173
H 25.85 32.10 23.25  0.282
H 24.93 32.23 21.70  0.317
H 26.87 30.40 22.36  0.627
C 25.42 28.95 25.07  -0.874
O 25.67 27.78 24.33  -0.459
H 25.05 28.66 26.05  0.367
H 26.28 29.57 25.32  0.330
H 24.66 29.63 24.71  0.273
H 25.01 27.16 24.66  -0.018
C 23.38 24.00 17.00  -0.571
O 24.66 24.62 17.02  -0.492
H 22.74 24.42 17.77  0.168
H 23.04 24.09 15.96  0.261
H 23.52 22.92 17.05  0.240
H 24.88 25.05 17.85  0.454
C 22.17 23.85 21.13  -0.130
O 21.80 22.65 21.77  -0.548
H 23.20 23.99 21.47  0.023
H 22.15 23.87 20.04  0.143
H 21.57 24.71 21.42  0.241
H 20.86 22.64 21.95  0.294
C 24.70 30.52 18.61  -0.457
O 26.05 30.95 18.88  -0.534
H 24.54 30.33 17.55  0.275
H 24.59 29.59 19.17  0.049
H 23.90 31.18 18.95  0.319
H 26.19 30.87 19.82  0.389
C 25.26 26.48 20.54  0.800
O 24.73 25.71 19.78  -0.732
N 25.02 26.60 21.81  -0.117
N 26.20 27.31 20.23  0.133
H 24.71 25.70 22.14  -0.016
H 25.32 27.43 22.31  0.032
H 26.59 27.34 19.29  -0.127
H 26.62 27.90 20.93  0.021
C 22.56 26.40 24.53  -0.920
C 22.75 25.69 25.93  0.564
C 23.04 24.14 25.83  -1.295
O 23.88 26.37 26.49  -0.452
H 21.58 26.15 24.13  0.507
H 23.25 26.03 23.77  -0.063
H 22.65 27.47 24.70  0.326
H 21.93 25.92 26.61  0.264
H 23.90 23.87 25.21  0.286
H 22.24 23.54 25.41  0.364
H 23.41 23.77 26.79  0.379
H 24.16 25.88 27.27  0.260
C 29.64 28.47 24.87  -1.381
C 28.97 28.21 23.48  0.680
C 28.69 26.77 23.32  -1.459
O 27.77 28.99 23.22  -0.591
H 30.09 29.43 25.13  0.376
H 30.36 27.72 25.18  0.356
H 28.90 28.58 25.66  0.285
H 29.56 28.43 22.59  0.351
H 28.14 26.50 22.42  0.295
H 28.25 26.32 24.20  0.295
H 29.64 26.24 23.25  0.491
H 27.07 28.45 23.58  0.242
C 27.84 26.99 16.94  -0.992
C 27.04 27.88 16.03  0.641
C 27.59 28.29 14.63  -1.455
O 25.73 27.36 15.79  -0.516
H 28.91 27.10 17.12  0.406
H 27.87 26.01 16.46  0.366
H 27.25 26.84 17.85  -0.025
H 26.87 28.84 16.52  0.136
H 28.62 28.66 14.62  0.389
H 27.05 29.16 14.24  0.334
H 27.69 27.49 13.90  0.357
H 25.84 26.46 15.48  0.314